No. 1
A single C4H9NO molecule, computed with ωB97M-V/def2-TZVPD.

Geometry (Å):
H: 1.259 2.119 1.536
N: -0.166 0.726 -0.535
C: 0.348 0.132 0.727
H: 0.494 -1.838 -0.845
H: 1.175 0.727 2.762
H: -0.760 1.279 -0.268
C: 0.577 1.175 1.761
H: -1.309 -1.961 -0.769
H: -0.407 1.673 2.108
C: -0.511 -1.510 -1.487
H: 1.345 -0.289 0.667
O: -0.648 0.582 -2.655
H: -0.271 -0.925 1.242
C: -0.375 -0.034 -1.599
H: -0.751 -1.856 -2.647

Output
DFT total energy ... -287.68347 hartree
HOMO energy ... -9.8 eV
Gap between HOMO and LUMO ... 10.5 eV
SMILES ... CCNC(C)=O

---

No. 2
2 unconnected molecules or ions with the total composition C16H34BCl2N2O3, computed with ωB97M-V/def2-TZVPD.

Geometry (Å):
H: 2.284 0.328 -6.568
O: 2.956 0.554 -3.854
H: -2.454 3.613 -0.927
H: -2.330 1.669 0.445
C: 2.379 -0.540 -4.569
H: -0.538 -0.220 -0.611
B: 0.146 -0.481 1.538
H: -2.186 1.334 -2.944
H: -3.618 -0.143 3.842
H: 1.608 -0.138 -0.698
C: 2.219 1.662 -4.091
H: 1.899 -1.819 2.899
C: 1.493 -2.638 2.316
C: 1.648 0.171 -5.694
H: -1.608 -2.065 3.352
H: -3.488 2.531 -2.946
H: 1.712 -4.030 3.920
H: 0.534 -4.535 2.710
C: -1.243 1.533 0.400
Cl: -0.806 -3.170 0.844
H: -1.867 -0.530 0.445
H: 2.092 1.946 -1.335
C: -0.401 -0.253 3.079
H: 0.002 3.064 -0.506
O: 2.303 2.672 -3.477
H: 0.141 -3.242 3.871
H: 3.153 -0.200 0.109
O: 1.350 1.441 -5.110
H: -2.791 0.446 2.420
C: 2.234 0.387 0.030
H: 1.704 -1.076 -3.901
C: 0.924 -3.679 3.253
C: -0.925 0.019 0.388
C: -0.737 2.327 -0.822
H: 0.727 -0.319 -5.997
H: -0.851 2.005 1.301
H: -3.491 -1.314 1.218
C: -2.985 -0.451 3.004
H: -0.215 1.654 -1.510
N: -3.773 -1.378 2.185
H: 3.592 1.718 -0.736
H: -1.712 -0.911 4.661
H: -3.586 -2.326 2.477
C: -2.765 2.010 -2.315
H: 1.374 1.451 1.682
H: 3.163 -1.210 -4.910
H: 0.416 -0.448 3.787
C: 1.546 0.409 1.400
C: -1.849 3.012 -1.613
H: 1.162 -2.084 0.299
C: 0.598 -2.049 1.227
H: 2.255 0.021 2.144
H: -1.418 3.694 -2.350
N: 2.612 1.720 -0.503
H: -3.326 1.421 -1.590
Cl: 3.007 -3.386 1.557
H: -0.613 0.818 3.204
C: -1.656 -0.997 3.568

Output
Net charge ... -1
DFT total energy ... -1910.58563 hartree
HOMO energy ... -5.1 eV
Gap between HOMO and LUMO ... 7.5 eV

---

No. 3
A single C18H14ClN7O2 molecule, computed with ωB97M-V/def2-TZVPD.

Geometry (Å):
C: -0.382 0.219 1.618
C: 1.749 -3.344 3.777
H: 3.844 -0.791 3.400
N: -0.279 2.957 -3.044
O: 0.803 0.346 1.002
H: 2.853 -3.738 0.144
C: -0.795 2.686 -1.790
C: -0.452 0.331 -2.201
N: -2.031 6.002 -1.135
C: 2.885 -2.592 3.345
H: -2.123 -0.639 0.591
Cl: 1.388 -6.283 0.984
N: -0.167 0.085 2.946
C: 1.966 -0.352 4.313
C: 0.119 2.000 -3.868
C: -1.828 4.886 -1.086
H: 1.215 -3.160 4.754
C: -1.610 3.496 -0.904
H: -2.580 0.625 1.793
H: 4.076 -2.332 1.753
O: -0.663 -0.802 -1.839
N: 0.128 0.638 -3.472
C: 1.178 -0.121 3.056
N: -1.917 2.751 0.129
C: 0.084 -0.331 -4.529
C: 1.808 -4.749 1.825
H: -0.896 -0.244 -4.918
H: 0.413 -1.269 -4.046
C: 3.211 -2.874 2.123
C: -1.808 0.380 0.969
N: -1.551 1.438 -0.049
H: 1.239 -0.737 5.055
C: -0.987 1.404 -1.368
C: 2.724 -3.796 1.246
H: 0.486 -5.092 3.507
C: 3.207 -1.302 4.075
H: 3.763 -1.466 4.955
H: 0.740 -0.076 -5.395
H: 2.309 0.702 4.751
H: 0.571 2.154 -4.799
C: 1.338 -4.498 3.087
N: 1.828 0.273 1.981

Output
DFT total energy ... -1688.13824 hartree
HOMO energy ... -9.1 eV
Gap between HOMO and LUMO ... 9.0 eV
SMILES ... Cn1cnc2c(C#N)nn(Cc3nc(CCc4ccc(Cl)cc4)no3)c2c1=O

---

No. 4
A molecular structure, C16H29Cl3GeIN3O8PtSi3, computed with ωB97M-V/def2-TZVPD.

Geometry (Å):
C: 2.254 2.063 -2.346
Pt: 0.507 -0.574 0.139
H: -3.225 2.843 -0.861
C: -0.212 1.264 -0.515
O: 7.719 -2.345 0.615
H: 2.263 1.026 -2.661
O: 1.619 -2.632 0.468
H: 0.595 0.498 -3.994
C: 2.727 1.856 0.597
Si: -1.441 2.023 0.709
H: -1.419 3.000 2.956
H: -0.188 3.315 -2.990
H: -3.743 -0.106 2.463
C: -1.154 2.813 -2.997
H: 1.915 4.647 -0.983
Cl: -3.475 -2.057 0.144
H: 3.579 2.511 0.386
H: 1.010 4.429 0.513
C: 5.643 -1.098 -1.974
H: -3.295 3.593 0.737
C: 5.063 -2.075 0.145
H: 3.288 2.410 -2.258
H: 6.390 -0.793 -2.691
H: -1.006 -0.202 -4.245
O: 3.212 -2.825 1.892
C: -0.238 0.009 -3.493
H: 0.168 4.412 -1.041
C: 6.015 -1.650 -0.753
H: -3.318 0.671 -1.165
C: -2.620 3.265 -0.060
H: 1.775 2.650 -3.129
H: 0.225 2.566 2.517
H: -1.443 2.685 -4.045
Cl: -1.057 -3.816 1.518
I: 0.508 -0.396 2.771
C: 3.728 -1.909 -0.152
O: -2.391 0.777 1.238
H: -0.534 4.021 1.837
O: 2.055 -0.909 -1.567
Cl: -1.060 -3.372 -1.874
O: 8.238 -1.433 -1.267
H: 2.393 2.024 1.621
Ge: -1.303 -2.278 0.009
Si: 1.421 2.265 -0.683
N: 2.799 -2.477 0.815
H: -3.397 0.883 -2.924
O: 4.788 0.349 -4.105
H: -2.110 4.153 -0.439
C: 4.319 -0.957 -2.270
N: 4.016 -0.461 -3.620
C: -3.385 0.895 2.226
C: -0.699 2.985 2.132
H: -2.832 -0.631 -2.234
H: 5.353 -2.545 1.073
H: -2.996 1.347 3.145
H: -4.236 1.489 1.872
H: -1.883 3.474 -2.526
H: 0.115 -0.942 -3.102
H: 3.088 0.826 0.542
C: -2.816 0.450 -2.103
C: 3.239 -1.256 -1.348
C: 1.080 4.109 -0.524
O: 3.007 -0.861 -4.154
N: 7.426 -1.821 -0.445
Si: -1.071 1.092 -2.223

Output
Spin multiplicity ... 2
Net charge ... -1
DFT total energy ... -6136.35928 hartree
HOMO energy (alpha / beta) ... -5.1 / -6.1 eV
Gap between HOMO and LUMO (alpha / beta) ... 5.7 / 6.7 eV

---

No. 5
A molecular structure, C50H57ClCsN2O6P, computed with ωB97M-V/def2-TZVPD.

Geometry (Å):
C: 7.398 0.536 -2.773
H: 3.573 -2.449 -1.595
H: -4.149 -3.251 -1.408
H: -2.696 0.619 -2.584
H: -4.374 0.917 -0.830
C: -3.463 3.495 1.968
C: -3.851 2.213 -6.548
Cs: 0.054 2.046 -0.175
O: -4.990 2.560 -6.161
N: -1.002 2.672 -3.286
H: 3.642 -0.986 -0.139
H: 0.730 -4.896 0.197
C: 2.225 -2.251 1.004
C: -0.892 -0.432 4.108
H: 2.144 -4.577 -3.008
H: -6.179 3.240 2.300
C: 2.088 2.184 4.628
C: -0.244 -4.565 0.443
C: -0.650 2.038 -4.414
C: -3.356 -1.243 -1.720
N: 2.749 1.363 -1.761
Cl: 2.550 5.735 6.555
H: 2.012 1.116 4.779
H: -0.208 -1.021 4.769
H: 3.098 -2.577 -3.285
C: -2.927 0.514 2.196
H: 2.286 -4.793 -1.279
C: 7.425 2.469 -1.327
H: 0.688 -4.919 -2.085
H: -2.310 -2.581 4.879
C: 8.106 1.530 -2.096
H: -0.265 0.278 3.536
C: -3.676 1.108 1.206
H: 3.770 -3.499 1.759
H: 7.946 -0.177 -3.380
H: -1.011 -2.181 2.894
H: 2.072 2.720 6.727
C: 6.029 0.489 -2.698
H: 2.320 -2.145 3.166
C: -2.760 2.426 -5.480
H: -2.878 0.984 3.185
H: 2.269 5.679 1.632
C: -5.657 2.292 2.235
C: 3.136 -1.020 0.833
H: -6.319 1.545 1.777
O: -1.987 4.946 -1.610
H: 2.392 -4.400 1.126
H: -1.161 1.326 -6.392
C: -3.135 -0.752 -0.285
H: -3.759 -3.341 1.231
C: 2.123 3.070 5.701
C: -0.522 -3.186 0.266
H: -3.122 3.243 2.995
C: 1.634 -4.394 -2.053
H: -3.315 -2.770 3.430
H: -1.539 0.173 4.755
O: 2.056 1.688 2.311
C: 2.281 4.432 5.392
H: -0.540 -2.888 -2.856
C: -2.331 -1.319 0.727
H: 5.479 3.131 -0.604
H: -4.373 -0.871 -1.975
C: -2.608 3.910 -1.967
C: -1.200 -5.483 0.836
H: 7.984 3.234 -0.790
H: 0.784 -2.884 -4.037
H: 9.181 1.520 -2.127
C: 6.035 2.423 -1.224
H: -3.469 -1.324 4.458
H: 5.453 -0.253 -3.203
C: -1.803 -2.730 0.641
C: 1.559 -2.169 2.367
C: -2.294 -0.718 2.006
C: 2.138 2.566 3.240
H: 3.604 -3.675 0.030
C: 3.889 1.417 -1.835
H: 0.893 -3.008 2.546
H: -4.002 4.447 2.025
C: 5.330 1.435 -1.928
H: -0.945 -6.540 0.949
C: -4.368 2.432 1.386
H: 2.724 -1.115 -2.360
C: -3.365 -2.741 -1.988
C: 2.794 -2.211 -2.301
H: -2.414 -3.237 -1.785
H: -2.452 -0.756 -3.645
C: -2.414 -0.421 -2.598
C: 3.025 -3.541 0.948
O: -3.534 1.726 -7.648
H: 2.586 -0.078 0.935
C: -3.767 0.478 -0.026
H: -1.369 -0.503 -2.310
C: 2.314 4.850 4.083
O: 3.093 4.010 0.812
H: -4.666 2.747 0.396
H: 0.996 -1.230 2.460
C: -1.679 -1.379 3.213
C: -3.113 3.147 -4.345
C: -2.218 3.239 -3.280
H: -3.265 -5.723 1.401
H: 0.383 -1.416 -3.247
H: 2.418 5.914 3.895
C: -2.757 -3.682 1.008
C: -2.770 -2.055 4.043
H: -2.578 3.636 1.335
H: 0.337 1.553 -4.429
P: 0.845 -2.060 -0.323
H: -4.106 3.559 -4.340
H: -5.388 1.942 3.260
H: -3.574 -2.880 -3.058
C: 2.546 4.569 1.728
O: -3.515 3.284 -1.342
C: -1.476 1.910 -5.522
C: -2.475 -5.030 1.122
C: 0.440 -2.478 -3.060
H: 3.891 -1.033 1.628
C: 1.445 -2.874 -1.953
C: 2.264 3.983 3.016

Output
Net charge ... -2
DFT total energy ... -3322.27430 hartree
HOMO energy ... -2.8 eV
Gap between HOMO and LUMO ... 5.9 eV

---

No. 6
A molecular structure, C25H34ClN9O2PPbS, computed with ωB97M-V/def2-TZVPD.

Geometry (Å):
H: 1.172 3.054 -0.655
C: 1.401 3.978 4.011
C: 0.382 -1.525 -3.267
H: 1.603 5.955 2.345
C: -3.137 -2.829 2.361
H: 4.410 -3.575 2.478
H: -1.899 -4.167 -3.555
H: -2.798 4.964 -0.127
N: 2.135 -3.888 0.384
H: -0.837 -4.362 -5.757
Pb: 0.110 -0.834 0.097
H: -1.125 5.113 -0.714
S: 2.397 -1.466 1.588
H: 1.500 3.228 4.809
H: 2.139 4.443 -0.866
H: 2.230 3.745 3.356
H: -3.123 -2.908 -2.195
H: 1.040 -3.708 -1.331
H: 2.765 3.121 -0.026
H: 1.389 6.404 0.625
H: 3.262 0.893 -4.280
H: -4.969 -3.100 3.310
N: -1.226 -2.213 -1.648
C: -3.124 -2.631 -0.139
C: -1.589 5.857 2.046
C: -2.424 -2.627 1.120
N: 0.121 3.772 3.298
C: -4.515 -2.790 -0.119
H: -0.838 2.620 4.680
C: -2.444 -2.584 -1.420
H: -1.774 6.683 1.331
H: -2.565 5.650 2.504
H: 1.007 -2.835 -6.392
C: 1.903 0.121 -2.726
H: 3.263 -6.852 -0.926
N: 3.886 -5.005 1.105
O: -1.155 -2.534 1.216
Cl: -6.863 -3.037 1.012
N: 0.979 -3.555 -0.303
C: 2.743 -3.046 1.263
C: 0.970 -1.669 -4.534
N: 1.357 4.321 1.017
H: -5.030 -2.961 -1.079
H: -0.810 6.207 2.671
H: -2.525 -2.816 3.248
H: -1.024 4.423 4.960
C: 2.435 0.190 -4.023
C: 2.498 -6.097 -0.678
N: 0.927 -0.699 -2.349
C: 1.871 3.693 -0.180
O: -0.191 2.198 1.121
H: 2.088 -5.634 -1.521
H: 2.229 0.785 -1.937
C: -0.936 3.610 4.228
H: 1.675 -6.599 -0.256
H: -1.847 3.446 -0.389
C: -1.089 -3.415 -3.823
C: -5.188 -2.925 1.114
C: -0.701 -2.425 -2.912
C: -4.468 -2.981 2.373
C: 0.528 -2.667 -5.417
H: 1.373 4.968 4.452
N: 3.728 -3.819 1.746
C: 2.865 -5.077 0.340
C: -0.453 -3.591 -5.079
H: 0.161 -3.999 0.032
H: 2.921 5.637 1.182
C: 1.994 -0.757 -4.892
N: -1.276 4.597 1.287
C: -1.796 4.517 -0.060
H: -1.956 3.566 3.718
C: 1.832 5.692 1.309
H: 2.341 -0.808 -5.873
P: 0.064 3.560 1.709

Output
Net charge ... +3
DFT total energy ... -3008.01761 hartree
HOMO energy (alpha / beta) ... -15.7 / -15.6 eV
Gap between HOMO and LUMO (alpha / beta) ... 5.6 / 4.9 eV

---

No. 7
A single C6H9N molecule, computed with ωB97M-V/def2-TZVPD.

Geometry (Å):
C: 1.138 -0.503 0.626
H: -0.389 -1.967 0.172
H: -0.746 2.196 0.408
H: -2.997 -0.780 0.421
H: 3.220 -0.218 -0.042
H: -2.922 0.799 -0.376
H: 2.212 -1.273 -1.104
C: 2.228 -0.399 -0.462
H: 1.754 1.459 1.185
C: 0.912 0.823 0.946
C: -0.376 1.191 0.541
C: -2.428 -0.172 -0.291
H: 2.004 0.471 -1.118
N: -0.118 -0.991 0.214
C: -1.017 0.026 0.149
H: -2.475 -0.663 -1.270

Output
DFT total energy ... -288.71608 hartree
HOMO energy ... -7.6 eV
Gap between HOMO and LUMO ... 8.6 eV
SMILES ... Cc1ccc(C)[nH]1

---

No. 8
2 unconnected molecules or ions with the total composition C4H7NO2, computed with ωB97M-V/def2-TZVPD.

Geometry (Å):
C: -1.105 1.354 0.021
C: 0.164 0.572 -0.060
N: 1.228 0.808 -0.699
O: -2.225 0.879 -0.065
H: -1.995 -1.199 0.650
C: 2.329 -0.088 -0.376
C: -1.877 -0.986 -0.431
O: -0.772 -0.955 -0.968
H: 3.278 0.352 -0.690
H: -1.008 2.351 0.453
H: 2.392 -0.330 0.698
H: 0.077 0.062 0.925
H: -2.772 -1.123 -1.038
H: 2.208 -1.040 -0.914

Output
DFT total energy ... -361.72239 hartree
HOMO energy ... -9.1 eV
Gap between HOMO and LUMO ... 9.2 eV
SMILES ... C/N=C/C=O.C=O